{
  "formula": "C6H12O",
  "method": "ωB97M-V/def2-TZVPD",
  "elements": ["C", "C", "C", "C", "C", "C", "H", "H", "H", "H", "H", "H", "H", "H", "H", "H", "H", "H", "O"],
  "positions_angstrom": [[-0.2538, -0.3966, 0.4255], [0.4280, 0.1241, -0.7940], [1.6883, 0.5510, -0.9233], [-0.4333, 0.4523, -2.0689], [-1.5717, 1.3528, -1.5562], [-1.6400, 2.6373, -1.9720], [-0.7346, 0.2621, 1.1156], [0.5291, -0.8803, 1.0214], [-0.8076, -1.3184, 0.1868], [2.4143, 0.8708, -0.1888], [2.0513, 0.8571, -1.9215], [0.0912, 1.1822, -2.6557], [-0.8003, -0.4295, -2.5776], [-2.3021, 0.9838, -0.8356], [-0.7252, 3.1090, -2.3146], [-2.5848, 3.1807, -2.0558], [1.3711, -3.4937, 5.4905], [1.6401, -4.8842, 5.4917], [1.6401, -4.1606, 6.1325]],
  "atomic_forces_ev_per_a": [[1.68, -2.17, 0.19], [0.14, 1.32, -1.87], [0.28, 0.71, -0.56], [-0.35, 0.75, 3.30], [-0.12, 0.63, -0.71], [-0.23, -1.16, 0.21], [-0.75, 0.63, -0.11], [0.21, 0.37, 0.21], [-0.67, 0.72, -0.10], [-0.08, -0.89, 0.71], [-0.48, -0.15, 0.48], [0.64, -0.58, -0.86], [-0.18, -0.01, -0.31], [-0.33, -0.33, -0.72], [-0.24, -0.03, -0.80], [0.47, 0.19, 0.94], [-0.03, 0.75, 0.50], [0.25, -0.60, 0.59], [-0.21, -0.14, -1.09]],
  "lowdin_charge": [-0.08, -0.35, 0.02, -0.16, -0.18, 0.00, 0.07, 0.07, 0.09, 0.06, 0.06, 0.08, 0.11, 0.09, 0.05, 0.05, 0.03, 0.03, -0.06],
  "max_force_ha_per_bohr": 0.0662,
  "smiles": "C=CCC(=C)C.O",
  "gap_ev": 9.69,
  "de_lowest_ev": 2.921,
  "total_energy_ev": -8461.4331,
  "lumo_energy_ev": 0.6,
  "homo_ev": -9.056
}